{
  "formula": "C7H14NO12V",
  "method": "wB97M-V/def2-TZVPD",
  "elements": ["O", "V", "O", "O", "C", "O", "O", "H", "O", "C", "O", "O", "H", "O", "C", "O", "O", "H", "C", "C", "C", "O", "C", "N", "H", "H", "H", "H", "H", "H", "H", "H", "H", "H", "H"],
  "coordinates": [[-0.657380, -2.446101, -1.291148], [-1.436430, -1.119128, -0.922156], [-1.850804, -0.536045, -2.397844], [-1.650948, 2.768632, -1.082199], [-2.273841, 2.192549, -0.079277], [-2.074256, 0.968385, 0.180700], [-3.090721, 2.824488, 0.562017], [-2.131295, 3.590244, -1.207965], [-5.673337, -1.634296, -0.971258], [-4.548491, -1.715452, -0.152112], [-4.650991, -1.217615, 1.023454], [-3.479565, -2.051504, -0.620052], [-6.334177, -1.378019, -0.323791], [0.517710, -2.417956, 2.249655], [-0.260885, -1.424690, 2.461815], [-1.186487, -1.190379, 1.673933], [-0.211204, -0.880083, 3.575574], [1.134776, -2.526178, 2.977067], [2.384461, -0.849664, -2.032171], [1.970046, -0.123439, -0.800212], [2.739813, 1.209922, -0.529896], [2.463363, 1.983822, 0.638135], [3.087586, 1.628808, 1.845712], [0.517673, 0.028956, -0.771740], [2.335163, -0.148505, -2.865256], [1.756942, -1.701962, -2.292771], [3.405860, -1.229308, -2.005394], [2.108997, -0.845020, 0.004846], [2.745000, 1.729325, -1.488179], [3.744020, 0.797473, -0.432141], [2.900335, 0.579853, 2.075331], [2.712960, 2.369558, 2.552150], [4.169503, 1.690095, 1.728228], [0.576109, 0.779012, -1.445609], [0.240494, 0.294221, 0.162553]],
  "atomic_forces_ev_per_a": [[-0.047, 0.070, 0.490], [-1.989, 0.845, -1.836], [0.882, -0.700, 2.513], [1.789, 0.875, -2.475], [-1.827, -3.655, 2.584], [1.719, -0.810, -1.424], [-1.191, 2.525, 0.536], [0.038, 0.260, 0.107], [0.346, -0.925, -0.088], [-0.640, 4.037, 4.623], [-1.431, -1.576, -2.120], [3.107, -1.319, -2.660], [-0.171, 0.237, 0.118], [3.509, -3.990, -2.110], [-4.313, 2.868, 2.543], [0.092, -0.022, -3.172], [1.492, 0.693, 1.426], [-0.241, 0.378, 0.285], [0.633, 0.289, -1.306], [-0.598, -1.998, 2.828], [0.848, -2.041, 0.568], [-0.933, 0.155, -1.994], [0.171, -0.449, -0.921], [0.504, 0.544, -0.977], [0.002, 0.014, -0.460], [-0.321, 0.193, 0.422], [0.199, 0.168, 0.215], [0.740, 0.139, 0.496], [-0.385, 0.998, 0.382], [0.672, 0.284, -0.018], [-0.474, 0.088, 0.602], [0.110, -0.540, 0.295], [0.410, 0.342, 0.113], [-2.406, 0.917, 0.196], [-0.298, 1.107, 0.219]],
  "homo_energy_ev": -1.95,
  "e_lumo_ev": 4.7,
  "orbital_gap_ev": 6.65,
  "max_force_ha_per_bohr": 0.120,
  "total_charge": -2
}

{
  "formula": "C5H6N4",
  "method": "wB97M-V/def2-TZVPD",
  "elements": ["C", "C", "N", "N", "C", "C", "N", "N", "C", "H", "H", "H", "H", "H", "H"],
  "coordinates": [[-0.589121, -0.741323, -2.089705], [-0.041843, -0.635043, -0.673342], [0.752897, -1.508570, 0.026856], [1.098114, -1.125736, 1.265839], [0.616760, 0.094760, 1.348948], [0.444542, 1.210061, 2.312573], [-0.292276, 2.100526, 1.751457], [-0.703736, 1.649332, 0.505788], [-0.114327, 0.427532, 0.251584], [-0.514664, -1.796677, -2.360180], [-1.717558, -0.660921, -2.027327], [-0.178965, -0.085662, -2.886210], [1.156611, -2.316415, -0.485580], [0.996591, 1.119339, 3.272734], [-0.913026, 2.268797, -0.213436]],
  "atomic_forces_ev_per_a": [[-1.208, -1.088, 0.970], [0.237, 2.189, 0.728], [-0.302, -0.844, -1.774], [1.389, -1.263, -0.367], [-0.442, 0.410, 1.730], [1.388, -2.897, -0.763], [-0.382, 1.255, -0.267], [0.562, -1.592, 1.440], [-0.908, 0.277, -2.000], [0.422, 0.045, -0.482], [1.195, 0.497, -0.161], [-0.112, -0.367, 0.809], [-0.291, 0.640, 1.386], [-1.069, 1.160, -0.544], [-0.480, 1.576, -0.705]],
  "homo_energy_ev": -8.19,
  "e_lumo_ev": 0.7,
  "orbital_gap_ev": 8.94,
  "smiles": "Cc1[nH]nc2cn[nH]c12",
  "max_force_ha_per_bohr": 0.064,
  "total_charge": 0
}

{
  "formula": "C35H50O30",
  "method": "wB97M-V/def2-TZVPD",
  "elements": ["C", "C", "C", "O", "C", "O", "O", "H", "H", "H", "H", "H", "H", "C", "C", "C", "O", "C", "O", "O", "H", "H", "H", "H", "H", "H", "C", "C", "C", "O", "C", "O", "O", "H", "H", "H", "H", "H", "H", "C", "C", "C", "O", "C", "O", "O", "H", "H", "H", "H", "H", "H", "C", "C", "C", "O", "C", "O", "O", "H", "H", "H", "H", "H", "H", "O", "C", "O", "C", "C", "O", "H", "H", "H", "H", "O", "C", "O", "C", "C", "O", "H", "H", "H", "H", "O", "C", "O", "C", "C", "O", "H", "H", "H", "H", "O", "C", "O", "C", "C", "O", "H", "H", "H", "H", "O", "C", "O", "C", "C", "O", "H", "H", "H", "H"],
  "coordinates": [[0.788973, -3.468170, -1.743444], [0.770809, -4.596657, -2.760182], [0.182814, -4.127667, -4.091835], [1.081509, -4.684989, -5.040024], [2.181847, -5.149915, -4.439163], [3.136071, -5.552307, -5.016825], [2.104784, -4.937455, -3.092841], [-0.189844, -3.103454, -1.429140], [1.457501, -2.656040, -2.028530], [1.127172, -3.882845, -0.786749], [0.192023, -5.390475, -2.283615], [0.101319, -3.045051, -4.140331], [-0.802724, -4.588493, -4.112371], [-0.715788, -0.852644, 0.643106], [0.212572, 0.048412, -0.132445], [-0.102018, 1.527881, -0.030779], [1.199084, 2.099679, 0.160157], [2.078025, 1.168515, 0.521612], [3.150044, 1.346765, 1.009868], [1.542764, -0.072056, 0.360351], [-0.961828, -0.544843, 1.662144], [-0.231539, -1.826166, 0.743119], [-1.698280, -0.901228, 0.167926], [0.247797, -0.367434, -1.144882], [-0.880426, 1.695200, 0.713757], [-0.441216, 1.875944, -1.005881], [5.828042, -2.389034, 3.259209], [4.322098, -2.362469, 3.378084], [3.664959, -2.123424, 1.992297], [2.703033, -3.175975, 1.859147], [2.875513, -4.073610, 2.825323], [2.316710, -5.128647, 2.904457], [3.833658, -3.689028, 3.673192], [6.223857, -1.378646, 3.164917], [6.139957, -2.975258, 2.399056], [6.240416, -2.830995, 4.168029], [3.871435, -1.710553, 4.126237], [4.400175, -2.096447, 1.191115], [3.085644, -1.201939, 1.968211], [-1.987285, 1.408842, -5.192606], [-0.802920, 0.586344, -4.713341], [0.394645, 0.399348, -5.688648], [1.529226, 0.817581, -4.956709], [1.172367, 1.194400, -3.739626], [1.936857, 1.465632, -2.858816], [-0.151696, 1.370752, -3.693295], [-2.667085, 0.728476, -5.713741], [-1.774000, 2.141605, -5.972806], [-2.431598, 1.913423, -4.337014], [-1.085496, -0.381567, -4.293500], [0.254016, 0.974045, -6.603461], [0.443889, -0.658821, -5.947268], [0.433163, -0.174256, 4.142022], [0.629916, 1.183158, 4.821961], [1.460358, 1.129695, 6.103891], [1.904581, 2.465855, 6.178191], [1.941491, 2.989838, 4.938772], [2.381896, 4.040511, 4.629876], [1.371926, 2.112204, 4.057058], [0.420701, 0.091610, 3.081274], [-0.566638, -0.509640, 4.409038], [1.203630, -0.939583, 4.209473], [-0.355336, 1.639528, 4.967228], [2.282014, 0.406384, 6.013427], [0.961062, 0.742763, 6.993052], [7.860862, -1.747640, 0.676722], [7.363591, -0.802701, 0.165290], [7.890952, -0.095273, -0.846478], [7.198414, 1.130730, -1.009610], [5.856831, 0.841784, -0.336028], [6.176438, -0.237431, 0.529190], [7.622915, 2.017931, -0.541648], [7.079453, 1.349367, -2.068739], [4.991743, 0.512007, -0.914995], [5.519442, 1.770640, 0.124753], [-3.067618, 2.784219, -1.151990], [-2.689452, 3.877749, -1.432967], [-2.738325, 4.484814, -2.628723], [-2.389751, 5.860480, -2.461114], [-1.685286, 5.880779, -1.119456], [-2.271619, 4.733492, -0.493373], [-1.745507, 6.148223, -3.291497], [-3.279892, 6.488361, -2.535822], [-1.932180, 6.755270, -0.524205], [-0.608657, 5.800881, -1.263280], [-6.520758, -2.383441, 3.829893], [-5.530480, -2.619746, 3.221556], [-5.277339, -2.189382, 1.976505], [-3.996692, -2.599917, 1.565116], [-3.670753, -3.746961, 2.544323], [-4.571013, -3.477719, 3.615214], [-3.989235, -2.859834, 0.508590], [-3.304620, -1.764862, 1.718026], [-2.633622, -3.672602, 2.862266], [-3.874924, -4.737806, 2.139198], [-2.526323, 1.688243, 2.405584], [-3.117925, 2.715362, 2.542413], [-4.474146, 2.760258, 2.663632], [-4.904643, 4.083708, 2.385999], [-3.629679, 4.902332, 2.487600], [-2.619805, 3.938626, 2.683043], [-5.538292, 4.159050, 1.498265], [-5.630281, 4.402167, 3.143874], [-3.686951, 5.630123, 3.297330], [-3.469354, 5.499665, 1.587742], [-2.196882, -2.726112, -2.909563], [-3.108224, -1.969315, -2.853153], [-3.934907, -1.664964, -3.878593], [-4.761557, -0.557482, -3.543304], [-4.572444, -0.410099, -2.007786], [-3.553124, -1.366072, -1.736288], [-4.463725, 0.326834, -4.102342], [-5.794128, -0.816690, -3.764262], [-5.503390, -0.686146, -1.516909], [-4.233738, 0.572447, -1.686717]],
  "atomic_forces_ev_per_a": [[0.300, -0.502, 1.352], [-0.491, 2.097, 0.798], [-0.330, -1.176, 1.099], [-0.860, 0.120, -0.695], [0.699, 0.872, 0.481], [-0.006, -0.374, 0.107], [0.042, -0.953, -0.344], [-0.218, 0.086, -0.816], [-0.093, 0.044, -0.095], [0.554, 0.089, -0.135], [0.396, -0.567, -0.495], [0.210, 0.031, -0.349], [-0.084, 0.262, -0.878], [-0.281, -0.252, 0.662], [-0.460, -1.150, -0.084], [0.219, -0.536, -1.673], [-0.415, 0.850, 0.641], [-0.394, -0.822, 0.703], [0.218, 0.243, -0.414], [0.391, 0.457, 0.324], [0.394, 0.445, -0.061], [-0.326, -0.189, -0.278], [0.220, -0.299, -0.384], [-0.085, 0.507, -0.176], [0.630, 0.583, 0.450], [-0.171, 0.189, 0.133], [-0.150, 0.147, 0.953], [-0.540, -0.601, -1.478], [-0.512, 1.005, 0.695], [-0.020, 0.211, -0.569], [0.403, -1.088, 0.072], [-0.281, 0.399, -0.058], [0.347, 0.056, 0.678], [-0.018, 0.004, -0.122], [-0.024, 0.002, -0.018], [0.131, 0.019, -0.060], [0.489, 0.181, 0.125], [-0.143, -0.384, -0.139], [0.265, 0.119, -0.101], [-0.064, -0.802, -0.713], [0.918, 1.208, -0.332], [-1.417, -0.590, -0.331], [0.538, -0.863, -0.893], [0.663, 1.192, 0.778], [-0.443, -0.271, -0.255], [-0.744, -0.442, 1.042], [-0.369, 0.033, 0.429], [0.572, 0.170, 0.322], [-0.293, -0.142, -0.064], [-0.191, 0.141, 0.125], [0.316, 0.193, 0.087], [0.489, 0.070, -0.085], [-0.232, 1.349, -1.047], [-0.039, -1.567, 0.801], [-0.498, -1.008, -0.463], [0.529, 0.425, 0.931], [-0.328, -0.636, -0.783], [0.261, 0.425, 0.181], [0.471, 0.442, -0.086], [-0.272, -0.261, -0.045], [0.163, -0.478, -0.016], [0.073, 0.123, 0.636], [0.027, -0.133, 0.267], [0.321, 0.472, -0.451], [-0.436, 0.873, 0.082], [-0.069, -0.313, 0.019], [-0.607, 0.917, 0.131], [1.013, 0.312, -0.210], [-1.520, -0.126, -0.761], [-0.474, 0.561, -0.487], [0.300, -0.276, 0.859], [0.762, -0.449, 0.253], [0.156, -0.158, -0.065], [0.433, 0.008, -0.596], [-0.016, -0.494, 0.849], [-0.002, -0.452, -0.643], [-0.749, 0.227, 0.599], [0.019, -0.447, -0.176], [0.202, 0.541, -0.856], [-0.533, 0.309, -0.263], [0.966, 0.349, 0.459], [0.080, -0.092, 0.090], [-0.135, -0.221, 0.296], [0.120, -0.003, 0.033], [0.029, -0.333, 0.407], [0.068, 0.362, 0.272], [-0.494, -0.835, -0.271], [-0.608, 0.569, -0.410], [0.943, -0.093, 0.253], [0.020, 0.526, -0.707], [0.426, -0.114, 0.499], [-0.158, -0.133, 0.085], [-0.045, -0.065, -0.068], [-0.090, -0.186, 0.286], [-0.031, 0.007, 0.040], [0.354, 0.446, 0.177], [-1.071, -0.979, 0.384], [0.044, -0.087, -0.751], [-1.478, 0.356, 1.112], [-0.748, 1.119, -0.505], [1.038, 0.365, -0.377], [0.861, -0.292, -0.576], [0.332, -0.283, 0.335], [0.337, -0.389, 0.312], [0.380, -0.366, -0.090], [0.305, -0.051, -0.036], [-1.347, 0.099, 0.125], [0.635, 0.097, -0.452], [-0.373, 0.171, 0.703], [-0.298, -0.013, -0.891], [0.672, -0.033, 0.583], [0.078, -0.061, -0.044], [0.052, 0.025, -0.228], [0.219, -0.072, 0.365], [-0.016, -0.002, -0.027]],
  "homo_energy_ev": -10.41,
  "e_lumo_ev": -0.2,
  "orbital_gap_ev": 10.18,
  "smiles": "C[C@H]1COC(=O)O1.C[C@H]1COC(=O)O1.C[C@H]1COC(=O)O1.C[C@H]1COC(=O)O1.C[C@H]1COC(=O)O1.O=C1OCCO1.O=C1OCCO1.O=C1OCCO1.O=C1OCCO1.O=C1OCCO1",
  "max_force_ha_per_bohr": 0.045,
  "total_charge": 0
}